{
  "formula": "C13H48N19O18P3S",
  "method": "the ωB97M-V functional and the def2-TZVPD basis",
  "total_energy_ha": -4341.54746,
  "orbital_gap_ev": 8.877,
  "species": ["H", "O", "C", "H", "O", "O", "H", "H", "H", "H", "S", "O", "N", "H", "H", "H", "C", "H", "C", "H", "H", "H", "N", "N", "H", "P", "H", "O", "O", "H", "O", "H", "H", "H", "H", "C", "H", "H", "H", "C", "N", "H", "O", "O", "H", "H", "O", "H", "H", "H", "H", "O", "N", "N", "O", "H", "H", "N", "C", "C", "C", "N", "P", "O", "H", "H", "H", "N", "N", "N", "H", "H", "C", "C", "O", "H", "O", "N", "H", "H", "N", "H", "H", "C", "N", "H", "P", "C", "O", "H", "C", "N", "H", "N", "O", "N", "O", "N", "H", "N", "H", "H"],
  "coordinates": [[6.243, 3.510, 5.156], [1.390, -1.555, 1.429], [-5.020, 9.799, 0.468], [5.712, -3.865, 1.392], [3.110, -0.152, 0.097], [-6.344, 1.787, -0.383], [5.497, 0.807, 0.582], [-5.130, 2.115, 1.773], [-5.796, 5.936, 0.973], [-5.185, 0.458, 2.268], [4.951, -0.136, 2.713], [3.354, -0.434, 2.590], [-5.158, 5.165, 0.995], [-5.022, -1.674, 4.687], [-2.631, 0.010, -6.559], [-2.195, 0.050, -3.755], [-3.284, -6.291, -0.557], [9.698, -6.994, 3.255], [-2.881, 1.520, -7.888], [-2.647, -0.541, -8.197], [-1.944, 1.491, -4.684], [-2.849, -4.324, -0.479], [-4.259, -3.496, 2.159], [-5.411, 1.167, 1.595], [5.599, 2.153, 4.275], [-0.670, -2.907, -0.407], [-0.892, -4.650, 0.752], [-1.900, -2.395, -1.346], [-1.303, -3.762, 0.793], [-3.998, -8.157, -0.923], [8.326, -6.057, 0.546], [7.698, -8.450, 0.730], [1.303, 2.016, -3.417], [8.519, -8.752, 2.220], [-1.598, -1.523, -1.676], [-0.374, 0.884, -3.440], [3.983, 5.832, 3.761], [-3.449, -2.068, 4.086], [-6.548, 10.352, -0.850], [8.649, -6.807, 1.450], [4.052, -2.616, -0.454], [6.066, -1.281, -1.382], [0.026, 0.054, -2.628], [3.722, -2.447, 0.942], [-4.776, -6.942, -1.875], [6.766, -4.440, 0.087], [5.762, -1.290, 2.534], [-5.473, 4.264, 0.676], [-2.556, 6.610, 2.180], [0.787, -0.537, -0.890], [4.723, 1.992, 1.630], [-4.640, 8.979, 1.290], [-4.272, 10.886, 0.128], [8.266, -8.118, 1.487], [5.132, 0.376, 4.042], [-2.930, 1.040, -9.926], [-4.112, 7.306, 1.836], [-3.445, -4.992, -0.934], [-6.077, 0.914, 0.431], [4.648, 3.913, 3.872], [5.263, -3.036, -0.519], [0.390, 1.938, -3.825], [2.888, -1.109, 1.167], [-6.301, -2.950, 2.979], [-4.690, -4.037, 1.431], [-6.910, -0.617, -0.608], [-3.257, -3.444, 2.193], [9.421, -6.396, 2.501], [-3.496, 6.503, 1.849], [4.661, 5.241, 4.205], [-6.214, -1.127, 0.891], [9.718, -5.438, 2.504], [-5.083, -2.873, 3.046], [-3.867, 5.262, 1.436], [-3.114, 4.297, 1.455], [5.301, 5.643, 4.862], [-2.946, 2.415, -7.060], [-1.605, 0.817, -4.017], [5.906, -2.618, -2.528], [6.430, 1.517, 1.887], [-4.098, -7.193, -1.182], [5.044, -5.017, 0.232], [-6.793, 8.902, 0.056], [5.437, 1.168, 1.610], [-2.980, 1.757, -9.229], [-3.384, 10.991, 0.583], [0.225, -1.030, 0.305], [6.183, -2.356, -1.503], [3.851, 3.457, 3.065], [0.088, 2.629, -4.486], [5.734, -4.184, 0.344], [5.582, 3.146, 4.497], [-3.110, 2.709, -9.517], [-6.219, 9.692, -0.173], [-2.463, -6.624, 0.286], [-4.446, -2.147, 4.015], [0.228, -3.687, -1.253], [-6.421, -0.392, 0.237], [7.203, -2.649, -1.260], [-2.705, 0.213, -7.539], [-4.104, -4.680, -1.621], [-4.560, 11.572, -0.543]],
  "mulliken_charge": [0.1600, -0.2182, 0.6296, 0.2840, -0.6195, -0.6700, 0.2063, 0.1275, 0.1115, 0.1330, 1.2934, -0.3306, -0.3029, 0.2184, 0.1893, 0.1496, 0.7056, 0.1615, 0.6575, 0.1668, 0.1557, 0.0106, -0.1471, -0.2456, 0.2708, 1.0451, 0.3087, -0.5106, -0.4043, 0.2349, -0.6458, 0.2169, 0.2237, 0.1617, 0.2212, 0.6170, 0.2322, 0.1639, 0.1675, 0.6393, -0.4330, 0.2616, -0.6454, -0.0986, 0.1500, 0.3249, -0.5826, 0.2181, 0.1917, 0.2957, 0.3355, -0.7207, -0.3994, -0.3917, -0.8273, 0.1616, 0.3081, -0.1720, 0.6696, 0.6175, 0.7661, -0.4218, 0.9649, -0.6524, 0.1342, 0.1836, 0.0721, -0.3848, -0.3145, -0.4113, 0.1549, 0.2159, 0.5750, 0.5845, -0.6763, 0.1443, -0.6403, -0.2984, 0.3035, 0.4779, -0.4088, 0.3235, 0.2023, -0.9412, -0.4013, 0.2144, -0.1081, -1.1275, -0.6416, 0.1693, -0.8923, -0.2812, 0.2196, -0.3676, -0.6452, -0.3721, -0.7307, -0.3658, 0.3536, -0.3341, 0.1601, 0.1650]
}


{
  "formula": "C5H8O",
  "method": "the ωB97M-V functional and the def2-TZVPD basis",
  "total_energy_ha": -270.44008,
  "e_above_lowest_kj_mol": 309.3,
  "orbital_gap_ev": 9.668,
  "smiles": "C=CC=O.C=C",
  "species": ["H", "H", "H", "H", "C", "C", "H", "C", "C", "H", "H", "H", "C", "O"],
  "coordinates": [[-2.400, -0.630, 0.179], [0.967, 0.041, 1.640], [0.826, -2.257, 0.595], [-2.006, 0.123, -1.452], [-1.157, 1.082, 0.231], [0.401, -1.399, 0.043], [2.693, 0.961, 0.122], [0.947, -0.129, 0.565], [-1.893, 0.156, -0.376], [-0.612, 1.831, -0.333], [-1.130, 1.178, 1.311], [1.782, 0.209, -1.324], [1.851, 0.401, -0.256], [-0.269, -1.568, -0.945]],
  "mulliken_charge": [0.2942, 0.4096, 0.3316, 0.2087, -0.6143, 0.1030, 0.2846, -0.1516, -0.4424, 0.2617, 0.2861, 0.2554, -0.7787, -0.4480]
}


{
  "formula": "C51H93F9N16O11S3",
  "method": "the ωB97M-V functional and the def2-TZVPD basis",
  "total_energy_ha": -5792.98994,
  "charge": 7,
  "orbital_gap_ev": [4.520, 3.046],
  "spin_multiplicity": 2,
  "species": ["C", "C", "H", "H", "H", "H", "C", "H", "H", "H", "C", "N", "H", "H", "H", "H", "C", "C", "H", "H", "H", "H", "O", "O", "F", "H", "H", "H", "H", "H", "C", "H", "C", "N", "H", "H", "H", "O", "H", "F", "H", "C", "H", "C", "C", "C", "C", "H", "C", "H", "H", "H", "C", "F", "H", "H", "H", "C", "C", "H", "C", "O", "N", "C", "N", "N", "C", "C", "C", "N", "C", "F", "H", "N", "H", "H", "C", "H", "N", "H", "H", "H", "H", "H", "C", "N", "C", "H", "O", "C", "F", "H", "C", "C", "F", "H", "H", "H", "O", "H", "O", "H", "H", "H", "H", "C", "H", "C", "S", "N", "H", "H", "H", "C", "H", "S", "C", "H", "H", "N", "H", "H", "C", "C", "C", "H", "N", "H", "H", "H", "H", "N", "H", "H", "H", "H", "H", "F", "N", "C", "C", "C", "C", "O", "C", "N", "C", "H", "H", "F", "H", "C", "S", "H", "H", "H", "O", "H", "H", "H", "F", "H", "C", "C", "O", "H", "C", "O", "C", "H", "N", "H", "H", "C", "H", "H", "C", "H", "H", "C", "C", "H", "H"],
  "coordinates": [[1.304, -5.897, -3.865], [-0.879, 0.454, 0.086], [0.546, -1.773, -4.684], [-8.709, 1.199, 0.121], [1.848, 6.055, -0.366], [0.824, -4.006, -7.340], [3.545, -7.041, -3.963], [4.565, -6.705, -3.782], [0.181, -2.273, -1.494], [2.015, -3.452, -0.403], [2.694, 3.822, -4.262], [1.827, -2.788, -6.011], [-0.193, -2.425, 0.189], [-3.981, 2.020, 2.086], [-1.231, 0.583, 2.694], [-3.057, 2.550, -1.624], [-1.593, 1.311, 6.243], [-2.674, -0.831, 0.053], [-1.525, 6.392, 1.183], [-1.755, 3.190, 7.528], [-0.959, -3.469, -0.972], [-2.880, -0.762, -2.167], [-4.738, -3.191, -1.295], [-6.821, -4.216, -0.729], [-3.612, -4.274, 1.517], [3.372, 0.612, -3.472], [-6.570, 2.428, -1.172], [2.215, 3.780, 0.465], [1.889, 5.443, 3.431], [-2.675, -0.986, 4.092], [-4.612, -4.853, 0.850], [1.070, -2.001, 4.554], [2.658, -2.218, -4.001], [-6.735, 1.025, 0.585], [-3.488, 0.298, 6.325], [5.042, -3.925, -3.547], [5.172, 1.005, 1.313], [-3.122, -3.570, 7.596], [1.127, -2.345, -8.021], [-0.839, -0.032, -6.178], [0.999, -7.459, 3.431], [-2.811, 3.215, -0.796], [4.904, 1.006, -5.094], [1.529, -2.205, -4.799], [-1.132, 2.602, 6.854], [-6.220, 2.060, -0.219], [5.610, -1.806, -3.488], [4.116, 6.000, -1.239], [3.097, -3.238, -5.853], [2.453, -5.443, 2.971], [1.982, 1.194, -4.446], [0.341, -6.287, 2.349], [1.021, -3.064, 4.791], [-2.539, 1.343, -5.889], [-0.587, -1.065, 2.434], [2.985, 0.367, 2.259], [0.902, 2.285, 3.225], [-0.273, 6.124, -1.880], [3.854, 3.054, -2.494], [0.175, 0.375, -2.811], [-2.402, -0.439, -1.255], [0.841, 2.286, -7.081], [-5.097, 2.553, 0.377], [-4.216, 3.679, -0.110], [4.074, 2.067, 2.695], [2.676, 3.451, 3.549], [-7.971, 0.399, 0.185], [-2.250, -0.485, 7.894], [2.147, 4.659, 4.143], [4.025, 4.437, -2.516], [-1.461, 1.091, -6.576], [-1.709, 0.961, -7.904], [-1.699, -1.206, 7.290], [2.519, -6.220, -3.392], [-1.662, 0.185, 8.520], [-1.000, 3.192, 5.947], [-3.576, 7.201, -0.522], [3.454, -8.008, -3.467], [-1.641, -0.386, 0.810], [-5.951, 0.092, 2.397], [0.572, 5.992, -2.539], [5.323, -0.921, -4.056], [3.667, 0.275, -5.997], [3.391, 5.986, -3.886], [3.366, 4.942, -3.614], [1.700, -5.310, 3.631], [1.137, -4.054, -0.633], [3.871, 2.058, -6.105], [-1.207, 0.836, 5.156], [1.030, -3.900, 3.536], [-4.064, -5.755, 0.023], [-0.076, 0.988, 0.573], [3.889, 1.189, -5.447], [0.658, -6.425, 3.383], [-5.440, -5.382, 1.722], [2.105, 3.762, -5.165], [-0.039, 1.827, -2.011], [-3.544, 8.263, -0.278], [-0.217, 2.967, -4.950], [-4.040, 6.679, 0.315], [0.518, -3.545, 2.458], [-2.017, 7.132, -2.915], [-4.183, 7.080, -1.420], [-0.309, -4.557, -3.209], [-3.679, -0.771, 2.813], [1.061, 5.502, 0.148], [-4.016, 4.203, 0.824], [2.502, -5.667, -2.129], [-5.640, -3.550, -0.190], [-2.260, 6.785, -0.833], [7.017, 0.334, 3.095], [6.698, -1.877, -3.485], [4.785, 3.815, 3.719], [2.870, 1.371, 2.639], [0.980, -6.253, -4.831], [-0.377, 2.667, -6.400], [4.777, 5.169, -1.483], [-2.656, -2.223, 3.051], [0.574, 3.502, 0.721], [-2.780, 0.633, 6.963], [4.259, 2.395, -1.741], [-3.133, -0.917, 8.365], [-1.360, 6.290, 0.120], [5.326, 1.522, 2.260], [0.843, -2.934, -7.148], [5.933, 2.417, 2.124], [3.109, 2.676, -3.629], [-2.156, 2.777, -0.043], [-0.267, -6.274, 3.939], [2.772, 4.987, 4.973], [-3.267, 1.408, 7.389], [-1.268, 0.342, -1.231], [-0.136, -2.521, -6.905], [5.692, 5.578, -1.911], [1.002, 5.760, 1.205], [3.252, -5.757, -1.357], [5.261, -1.702, -2.461], [-3.309, -6.519, 5.029], [3.627, -2.862, -4.663], [-2.671, -1.134, 3.012], [1.982, 2.296, 3.197], [3.027, 1.360, -4.186], [5.974, 0.530, 3.344], [-5.241, -4.686, 7.117], [-1.581, 6.687, -2.032], [-0.205, 5.930, -0.515], [-5.866, 0.855, 1.638], [-1.347, 1.246, -3.061], [1.275, 3.668, -0.993], [-3.607, -4.264, 4.609], [-7.925, -0.177, -0.739], [3.953, 3.197, 3.413], [-3.773, -4.807, 7.193], [4.966, 4.622, -0.559], [1.170, 4.315, 4.483], [-2.253, 4.055, -1.209], [-5.977, -2.519, 0.798], [0.087, -3.196, 5.337], [5.680, -3.198, -5.038], [3.646, -3.773, -6.615], [-1.773, -5.168, 5.520], [-4.815, 4.368, -0.705], [-4.837, 1.773, 1.475], [-0.005, -3.009, -0.712], [-1.109, 3.762, -7.026], [5.929, 0.896, 4.370], [-1.463, -0.422, 2.343], [-3.303, -5.927, 7.942], [-3.129, -5.245, 5.435], [-0.155, 2.439, 7.308], [1.402, -4.887, -1.893], [-3.364, -1.482, 0.569], [0.932, -4.670, 0.243], [0.659, -5.008, -3.042], [5.496, -0.438, 3.196], [2.659, -1.862, -2.982], [-0.608, 0.949, -2.317], [3.357, -7.027, -5.037], [2.040, -5.475, 4.567], [1.243, 4.024, 0.037], [5.000, -3.053, -4.200], [-8.230, -0.291, 0.987], [1.885, -3.386, 5.372]],
  "mulliken_spin": [0.0001, 0.0001, -0.0002, 0.0000, -0.0001, 0.0000, 0.0000, 0.0000, 0.0000, 0.0000, -0.0002, -0.0001, -0.0002, 0.0000, 0.0004, 0.0000, 0.0000, 0.0000, 0.0000, 0.0000, 0.0000, 0.0000, 0.0000, 0.0000, -0.0001, 0.0002, 0.0000, -0.0003, 0.0000, -0.0007, 0.0000, 0.0000, 0.0002, 0.0000, 0.0001, 0.0000, 0.0000, 0.2427, 0.0000, 0.0000, 0.0000, 0.0000, 0.0000, 0.0000, 0.0000, 0.0000, -0.0001, 0.0000, 0.0000, 0.0000, -0.0001, 0.0001, 0.0001, 0.0000, -0.0002, 0.0000, -0.0002, 0.0002, 0.0000, -0.0001, 0.0003, 0.0000, 0.0000, 0.0000, 0.0000, -0.0001, 0.0000, 0.0004, 0.0000, -0.0001, 0.0000, 0.0000, 0.0003, 0.0000, 0.0001, 0.0000, 0.0000, 0.0000, -0.0002, 0.0000, -0.0001, 0.0000, 0.0000, 0.0000, 0.0000, 0.0000, 0.0000, 0.0000, -0.0001, -0.0001, 0.0000, -0.0003, -0.0003, -0.0002, 0.0000, -0.0001, -0.0002, 0.0000, 0.0000, 0.0000, -0.0001, 0.0000, 0.0000, 0.0000, 0.0000, -0.0001, 0.0000, 0.0000, 0.0000, 0.0000, 0.0000, 0.0000, 0.0000, 0.0005, 0.0000, 0.0000, 0.0001, 0.0001, -0.0001, 0.0000, -0.0001, -0.0003, 0.0000, -0.0001, 0.0000, 0.0000, 0.0002, 0.0000, 0.0001, 0.0000, 0.0000, 0.0002, 0.0000, 0.0000, -0.0001, 0.0000, 0.0000, -0.0009, -0.0001, 0.0006, -0.0001, 0.0004, 0.0000, 0.5031, -0.0001, 0.0000, 0.0000, 0.0001, 0.0001, -0.0010, 0.0000, -0.0001, -0.1195, 0.0000, 0.0000, 0.0000, 0.0000, -0.0004, 0.0000, 0.0000, -0.0003, 0.0000, 0.0000, 0.0004, 0.0000, 0.0000, -0.0002, 0.3863, -0.0101, 0.0000, 0.0000, 0.0000, 0.0000, -0.0001, 0.0000, 0.0002, 0.0001, 0.0000, 0.0000, 0.0005, 0.0000, 0.0000, 0.0000]
}